Density functional theory data (wB97M-V/def2-TZVPD) for a single CH3BBr2O2 molecule.

Properties
SMILES   OB(O)C(Br)Br
Charge   0
Energy above the lowest of the compared OMol25 structures with the same formula, charge and spin   30.5 kcal per mole
DFT total energy   -145943.2376 eV
Largest force on an atom   3.75 eV/Å
Frontier orbital gap   8.419 eV

Last column: natural (NBO) charge in e.
Element x y z (Å)
O1 -1.444 0.565 -0.686  -0.911
B1 -0.499 0.035 0.154  1.091
O2 -0.566 -0.311 1.459  -0.881
C1 0.965 -0.381 -0.561  -0.511
Br1 2.389 1.592 -0.283  -0.254
Br2 2.030 -1.610 0.255  0.181
H1 -2.423 0.721 -0.526  0.522
H2 -1.506 -0.160 1.914  0.507
H3 1.054 -0.451 -1.725  0.256